A structure of composition C24H25N8O4PSeV. Source: the OMol25 dataset; level of theory: the ωB97M-V functional and the def2-TZVPD basis.

Geometry as XYZ:
```
64
Properties=species:S:1:pos:R:3:mulliken_spin:R:1
C -2.649 -5.529 2.208 0.00
C -0.214 -0.649 4.819 0.01
H -2.520 -3.385 -0.383 0.00
H 3.724 -0.671 -3.245 0.00
C 3.919 -0.030 -4.103 0.00
H 3.892 3.236 -4.629 0.00
V -1.060 -1.230 0.745 1.98
N -0.608 1.743 2.258 -0.01
C 0.095 -1.001 6.118 0.00
H 3.033 -1.357 -5.463 0.00
H 1.071 2.077 7.172 0.00
C -2.026 0.904 -0.971 -0.01
O 1.202 -1.448 -3.906 0.00
H -1.877 -5.030 4.155 0.00
C -2.054 -4.715 3.138 0.00
N -1.528 0.720 0.270 -0.05
N 3.830 1.346 -3.753 0.00
C -0.519 0.674 2.957 0.05
C 2.616 1.648 -2.987 0.00
H -2.965 -6.527 2.478 0.00
C -1.205 3.077 0.418 0.00
H -3.294 -5.660 0.136 0.00
H 0.476 2.679 4.825 0.00
H -1.807 4.240 -1.266 0.00
H 2.307 0.300 -7.103 0.00
C -0.740 -1.446 3.694 0.04
C 1.609 2.251 -5.485 0.00
N 2.959 1.909 -5.946 0.00
O 2.486 -1.302 -1.701 0.00
C 0.377 1.665 5.188 0.00
H 4.059 0.356 -6.771 0.00
C 1.435 -0.340 -4.659 0.00
C -1.644 -3.416 2.790 0.03
H -2.318 0.007 -1.507 0.01
H 0.831 -0.420 -5.570 0.00
C -1.728 3.249 -0.839 0.00
O 1.712 0.495 0.074 0.01
C 0.565 0.008 6.952 0.00
Se 2.026 -1.084 -0.132 0.01
H 2.631 2.704 -2.707 0.00
P 1.050 1.351 -3.939 0.00
C -0.077 0.655 4.365 0.00
N -1.835 -2.970 1.527 -0.02
C 3.067 0.552 -6.363 0.00
N -0.844 -0.624 2.589 -0.07
N 2.883 -0.386 -5.182 0.00
C -2.838 -5.055 0.905 0.00
C 3.972 2.192 -4.927 0.00
O 0.250 -1.683 -0.291 -0.03
C -2.415 -3.788 0.619 0.00
C -1.111 1.794 0.978 0.04
H -2.561 2.212 -2.556 0.00
H 1.577 3.323 -5.283 0.00
H 4.890 -0.256 -4.546 0.00
H -0.022 -2.019 6.464 0.00
C 0.703 1.318 6.495 0.00
H 0.898 2.062 -6.294 0.00
H 1.584 -1.376 -2.975 0.00
H 2.592 1.074 -2.063 0.00
C -2.155 2.132 -1.559 0.00
H -0.854 3.902 1.019 0.00
H 0.827 -0.225 7.975 0.00
H 4.957 2.027 -5.368 0.00
N -1.064 -2.686 3.798 -0.01
```

Results
Strongest force on any atom (eV/Å): 0.2
Charge: +1
<S²>: 2.01
Spin multiplicity: 3
ΔE to the lowest compared entry with this formula, charge and spin (eV): 1.735
Total energy (eV): -145722.996



A structure of composition C14H16ClIN3O2ReS. Source: the OMol25 dataset; level of theory: the ωB97M-V functional and the def2-TZVPD basis.

Geometry as XYZ:
```
39
Properties=species:S:1:pos:R:3:mulliken_spin:R:1
H 1.715 -1.257 5.097 0.01
H 5.429 -1.645 1.936 0.00
N 0.048 3.465 -1.242 0.07
H -5.400 -1.448 -2.213 0.00
C -4.548 -1.717 -1.586 0.00
H 1.628 3.690 0.153 0.00
H -4.514 -2.791 -1.410 0.00
N -0.234 1.097 -0.698 -0.04
C -0.033 -0.977 3.889 0.03
C 4.361 -1.484 1.856 -0.06
Re -0.302 -0.827 -0.481 1.89
H -2.899 -3.471 -3.073 0.00
H -1.505 3.416 -2.683 0.00
I 4.874 -1.510 -1.122 0.10
H -0.154 4.510 -3.056 0.00
C 3.777 -1.369 0.602 0.09
H -1.905 -2.368 -4.101 0.00
C -0.096 2.234 -0.956 0.07
C 2.373 -1.158 0.523 0.17
Cl 4.373 -1.565 4.512 0.10
C 1.320 -1.157 4.093 0.02
H 0.589 5.118 -0.057 0.00
H -1.583 -0.673 2.415 0.00
C 1.608 -1.077 1.727 0.11
C 1.080 4.292 -0.565 0.00
N 0.275 -0.897 1.529 0.04
C -0.797 4.126 -2.268 0.00
H -0.719 -0.934 4.723 0.00
C 3.610 -1.409 3.025 0.18
H -4.596 -1.156 -0.655 0.00
O -1.933 -1.443 -1.400 0.08
H -1.332 4.949 -1.799 0.00
H 1.762 4.679 -1.319 0.00
C -2.860 -2.520 -3.602 0.00
S -3.096 -1.184 -2.460 0.02
O 1.703 -1.051 -0.579 0.12
C -0.529 -0.838 2.595 -0.05
H -3.666 -2.444 -4.337 0.00
C 2.177 -1.207 2.984 0.03
```

Results
Strongest force on any atom (eV/Å): 0.3
Charge: +3
<S²>: 3.79
Spin multiplicity: 4
ΔE to the lowest compared entry with this formula, charge and spin (eV): 0.000
Total energy (eV): -56901.797



An isolated molecule of C4H8O2. Source: the OMol25 dataset; level of theory: the ωB97M-V functional and the def2-TZVPD basis.

Geometry as XYZ:
```
14
Properties=species:S:1:pos:R:3:mulliken_charge:R:1
H 1.095 -0.765 2.073 0.16
H -1.354 -1.004 0.293 0.30
H -1.684 1.173 0.139 0.35
C -1.143 -0.495 -0.660 -0.56
H 2.022 0.264 0.430 0.41
H 0.573 -0.037 -1.880 0.31
O -1.796 0.752 -0.725 -0.54
C 0.371 -0.379 -0.858 -0.39
H -1.559 -1.117 -1.457 0.38
C 0.277 -0.022 2.315 -0.29
H 1.124 1.605 -0.326 0.29
C 1.035 0.608 0.108 -0.49
O 0.221 0.793 1.304 -0.19
H 0.817 -1.375 -0.756 0.28
```

Results
Strongest force on any atom (eV/Å): 0.5
Charge: 0
ΔE to the lowest compared entry with this formula, charge and spin (eV): 4.189
Total energy (eV): -8369.093



A structure of composition C3F39HfO9P5S3 in a non-equilibrium geometry. Source: the OMol25 dataset; level of theory: the ωB97M-V functional and the def2-TZVPD basis.

Geometry as XYZ:
```
60
Properties=species:S:1:pos:R:3:mulliken_charge:R:1
F -4.220 1.095 1.771 -0.43
O 0.581 -1.868 0.325 -0.54
F -1.606 -1.805 -0.934 -0.25
F -0.340 1.848 -1.810 -0.59
F -1.850 -1.108 1.570 -0.50
F 1.338 0.259 -3.903 -0.39
F 3.802 1.402 -2.929 -0.24
F -0.736 3.631 2.409 -0.35
F -1.088 -4.049 -1.280 -0.39
F -0.277 -1.165 -4.460 -0.39
F 2.374 -1.361 -2.697 -0.32
F 1.208 4.328 -0.067 -0.38
F 0.180 -0.763 -2.209 -0.49
F -3.429 1.927 -2.809 -0.41
F 0.654 0.581 5.722 -0.26
F -2.944 0.020 0.111 -0.36
S 1.678 -2.852 0.541 1.00
F -2.719 -3.505 0.181 -0.37
F -3.004 -0.044 3.326 -0.42
F 0.063 2.420 0.587 -0.42
F -2.147 -2.900 -2.911 -0.36
P 1.073 -1.303 -3.606 1.84
O 2.163 -3.542 -0.611 -0.67
P -1.882 2.007 -2.376 1.69
F -0.852 1.304 4.339 -0.16
O 2.676 -2.335 1.431 -0.67
O 0.451 0.187 1.950 -0.67
F -1.021 4.468 0.343 -0.40
F -1.943 1.152 1.610 -0.44
F 4.596 2.906 -1.621 -0.26
F -1.770 3.562 -2.593 -0.41
F -1.866 0.382 -1.994 -0.50
F 2.498 2.935 -2.170 -0.16
F 0.715 -2.796 -3.227 -0.34
O 4.054 0.046 -0.453 -0.70
F -4.154 -1.165 1.700 -0.40
P -2.461 -3.217 -1.382 1.59
P -3.076 -0.014 1.754 1.77
F 0.224 -5.083 0.824 -0.25
S 1.211 0.025 3.212 1.34
P 0.258 3.994 1.179 1.65
O 3.351 2.066 0.696 -0.65
F -0.118 -3.583 2.360 -0.17
F 1.494 3.445 2.031 -0.39
F 0.491 5.482 1.780 -0.39
S 3.118 1.124 -0.353 1.11
F -3.294 -4.543 -1.794 -0.38
C 0.802 -4.138 1.576 0.65
F 1.036 2.344 4.545 -0.24
C 0.453 1.147 4.508 0.51
F -3.779 -2.313 -1.442 -0.37
F 1.887 -1.782 -4.917 -0.38
F -2.330 2.244 -0.835 -0.31
F 1.712 -4.768 2.353 -0.28
C 3.511 2.146 -1.871 0.59
F -1.535 1.631 -3.876 -0.41
O 0.934 -1.264 3.801 -0.74
Hf -0.416 0.014 -0.114 2.54
O 2.581 0.414 3.134 -0.68
O 1.689 0.731 -0.426 -1.00
```

Results
Strongest force on any atom (eV/Å): 2.4
Charge: -4
ΔE to the lowest compared entry with this formula, charge and spin (eV): 0.000
Total energy (eV): -207811.408



A structure of composition C4H10NO3 in a non-equilibrium geometry. Source: the OMol25 dataset; level of theory: the ωB97M-V functional and the def2-TZVPD basis.

Geometry as XYZ:
```
18
Properties=species:S:1:pos:R:3:mulliken_charge:R:1
H -0.934 1.209 0.950 -0.62
H -1.171 1.958 0.696 0.67
C -0.570 -0.118 -1.393 -1.32
H 0.367 -1.451 0.025 0.40
H -1.545 -0.598 -1.441 0.31
O 2.567 -1.622 0.229 -0.57
C 2.567 -0.178 -0.002 0.61
H -0.770 0.957 -1.455 0.28
H 3.526 -1.734 0.311 0.28
H -0.141 -0.110 2.026 0.36
C -0.651 0.080 1.085 -0.66
N 1.407 0.366 -0.094 -0.70
H -1.626 -0.395 1.084 0.45
O 3.721 0.277 -0.091 -0.76
H -3.975 1.090 0.230 0.11
H 0.100 -0.239 -2.244 0.41
O -3.049 0.874 0.158 -0.81
C 0.178 -0.365 -0.074 0.56
```

Results
Strongest force on any atom (eV/Å): 4.0
Charge: -1
ΔE to the lowest compared entry with this formula, charge and spin (eV): 6.983
Total energy (eV): -11938.414



A cluster of 4 separate species, C3H14O4 in total in a non-equilibrium geometry. Source: the OMol25 dataset; level of theory: the ωB97M-V functional and the def2-TZVPD basis.

Geometry as XYZ:
```
21
Properties=species:S:1:pos:R:3:mulliken_charge:R:1
O -1.496 0.712 2.072 -0.65
H 0.484 -1.243 1.467 0.24
H 0.335 -3.184 -0.899 0.36
H -0.499 3.060 -1.917 0.32
H -0.990 -2.578 -1.837 0.35
H -1.228 -2.701 -0.088 0.39
O -0.890 -0.095 -0.831 -0.61
H -0.293 1.652 -1.564 0.34
C -0.507 -2.482 -0.865 -1.41
H -0.964 0.675 2.881 0.32
H 1.827 -1.586 0.349 0.43
H -1.539 -0.291 -0.168 0.33
C 0.942 -0.958 0.530 -1.24
C 0.142 -1.096 -0.738 0.56
O 1.057 2.327 1.299 -0.63
H -0.945 1.090 1.395 0.34
H 0.835 -0.966 -1.573 0.24
H 1.441 0.011 0.509 0.36
O 0.192 2.470 -1.607 -0.64
H 1.156 3.267 1.144 0.29
H 0.940 1.915 0.443 0.31
```

Results
Strongest force on any atom (eV/Å): 2.1
Charge: 0
ΔE to the lowest compared entry with this formula, charge and spin (eV): 0.480
Total energy (eV): -11528.129